ORCA calculation (wB97M-V/def2-TZVPD) on a cluster of 2 separate species, C10H9N2P in total in a non-equilibrium geometry.

Relative energy (zero: lowest compared OMol25 entry of this formula, charge and spin)   117.7 kJ/mol
E_tot   -837.1714 Eh
Gap between HOMO and LUMO (alpha / beta)   8.6 / 8.6 eV

Last columns: bonded neighbours and bond lengths (Å).
Atoms and positions in Å:
1 C -1.12329 1.33153 -2.97439  C10 1.422, N11 1.162
2 C -2.35401 -0.03990 -1.44630  C10 1.411, N12 1.137
3 C 1.18234 -0.89531 2.66093  C4 1.420, C5 1.414, H14 1.124
4 C 2.15632 -0.55339 1.68634  C3 1.420, C6 1.351, H15 1.152
5 C -0.08804 -1.34179 2.23073  C3 1.414, C7 1.419, H16 1.008
6 C 1.83573 -0.47494 0.37581  C4 1.351, C8 1.380, H17 1.129
7 C -0.39929 -1.31727 0.84654  C5 1.419, C8 1.405, H18 1.053
8 C 0.56020 -0.79802 -0.03904  C6 1.380, C7 1.405, P13 1.824
9 C -0.78617 1.88952 -0.28199  H19 1.045, H20 1.153, H21 1.104
10 C -1.09500 0.43027 -1.87487  C1 1.422, C2 1.411, P13 1.872
11 N -1.15109 2.03860 -3.89554  C1 1.162
12 N -3.32066 -0.57785 -1.18457  C2 1.137
13 P 0.25602 -0.86548 -1.83578  C8 1.824, C10 1.872, H22 1.563
14 H 1.33007 -0.96084 3.77319  C3 1.124
15 H 3.23165 -0.30306 2.01564  C4 1.152
16 H -0.81591 -1.62271 2.86842  C5 1.008
17 H 2.70172 -0.15539 -0.27434  C6 1.129
18 H -1.29270 -1.57691 0.35270  C7 1.053
19 H -1.30259 2.62207 -0.81873  C9 1.045
20 H -1.22417 1.06736 0.39740  C9 1.153
21 H 0.31339 1.97461 -0.32300  C9 1.104
22 H 1.38547 0.12892 -2.25913  P13 1.563